1.
Here is 6 unconnected molecules or ions with the total composition C25H58N2O9S at a distorted geometry from the OMol25 dataset. Energies are from ωB97M-V/def2-TZVPD.

Results
**Molar mass**: 562.8 g mol⁻¹
**SMILES**: NC[C@@H](O)COC(=O)ON=C=S.CCOCC.CCOCC.CCOCC.CCOCC.CCOCC

```
95
Properties=species:S:1:pos:R:3:lowdin_charge:R:1
N -3.073 -3.352 1.557 0.03
C -4.156 -3.376 0.564 -0.23
C -5.072 -2.192 0.812 -0.36
O -5.930 -2.012 -0.309 -0.01
C -5.976 -2.388 2.020 -0.08
O -5.379 -2.045 3.281 0.07
C -5.036 -0.781 3.395 -0.58
O -5.418 0.152 2.737 0.16
O -4.192 -0.597 4.480 0.00
N -2.847 -0.893 4.039 0.06
C -2.254 0.095 3.588 -0.73
S -1.478 1.097 2.705 0.83
H -2.463 -4.148 1.439 0.07
H -2.498 -2.544 1.354 0.07
H -4.698 -4.315 0.566 0.11
H -3.734 -3.222 -0.432 0.12
H -4.453 -1.304 0.874 0.14
H -5.909 -2.810 -0.835 0.08
H -6.902 -1.852 1.864 0.14
H -6.204 -3.440 2.093 0.12
C -8.365 -7.370 1.562 -0.08
C -8.126 -5.947 1.088 -0.28
O -7.202 -5.845 0.019 -0.18
C -7.554 -6.522 -1.175 -0.28
C -8.851 -6.035 -1.798 -0.08
H -7.421 -7.850 1.824 0.08
H -9.013 -7.371 2.438 0.08
H -8.845 -7.981 0.795 0.07
H -7.696 -5.365 1.903 0.11
H -9.073 -5.464 0.822 0.11
H -7.586 -7.603 -1.006 0.11
H -6.731 -6.337 -1.866 0.12
H -9.712 -6.247 -1.163 0.07
H -9.014 -6.530 -2.755 0.08
H -8.816 -4.958 -1.962 0.08
C 0.049 4.937 2.940 -0.07
C 1.435 4.451 2.556 -0.27
O 1.455 3.675 1.370 -0.19
C 1.011 4.325 0.193 -0.28
C 1.837 5.545 -0.177 -0.07
H -0.640 4.095 3.006 0.05
H 0.077 5.446 3.904 0.08
H -0.355 5.638 2.207 0.07
H 1.815 3.794 3.339 0.12
H 2.136 5.290 2.481 0.11
H -0.050 4.586 0.274 0.11
H 1.090 3.581 -0.601 0.11
H 1.748 6.337 0.569 0.06
H 1.506 5.948 -1.135 0.08
H 2.893 5.282 -0.252 0.08
C 3.901 1.813 0.247 -0.08
C 2.783 0.833 -0.060 -0.28
O 2.855 0.260 -1.355 -0.16
C 4.020 -0.492 -1.635 -0.29
C 4.219 -1.689 -0.721 -0.08
H 3.945 2.595 -0.512 0.08
H 3.730 2.278 1.216 0.07
H 4.878 1.325 0.275 0.07
H 1.829 1.358 -0.024 0.10
H 2.739 0.048 0.703 0.11
H 4.905 0.154 -1.622 0.11
H 3.901 -0.839 -2.662 0.11
H 4.392 -1.387 0.313 0.07
H 5.079 -2.274 -1.049 0.08
H 3.336 -2.331 -0.733 0.08
C 5.830 10.128 1.825 -0.08
C 5.224 8.842 1.290 -0.28
O 3.831 8.729 1.510 -0.17
C 3.022 9.728 0.919 -0.28
C 3.125 9.779 -0.596 -0.08
H 5.598 10.249 2.884 0.08
H 6.913 10.113 1.704 0.08
H 5.451 11.007 1.301 0.07
H 5.670 7.992 1.807 0.12
H 5.456 8.720 0.226 0.11
H 3.240 10.708 1.357 0.11
H 1.996 9.483 1.197 0.12
H 4.123 10.072 -0.924 0.07
H 2.416 10.503 -1.000 0.08
H 2.909 8.799 -1.024 0.07
C 6.763 -5.939 -4.091 -0.08
C 5.596 -6.228 -3.161 -0.28
O 4.837 -5.085 -2.820 -0.16
C 4.220 -4.404 -3.897 -0.28
C 3.229 -5.254 -4.673 -0.08
H 7.404 -5.164 -3.669 0.08
H 7.357 -6.841 -4.241 0.08
H 6.429 -5.595 -5.071 0.07
H 5.977 -6.617 -2.216 0.12
H 4.950 -7.006 -3.584 0.11
H 4.977 -3.981 -4.566 0.11
H 3.694 -3.561 -3.447 0.11
H 3.718 -6.085 -5.185 0.07
H 2.725 -4.649 -5.427 0.08
H 2.479 -5.674 -4.001 0.08
```

2.
Here is a molecular structure, C25H59B3O13 at a distorted geometry from the OMol25 dataset. Energies are from ωB97M-V/def2-TZVPD.

Results
**Molar mass**: 600.2 g mol⁻¹

```
100
Properties=species:S:1:pos:R:3:lowdin_charge:R:1
C 5.617 -1.578 -3.497 -0.08
C 6.399 -0.263 -3.440 -0.41
C 6.988 0.058 -4.815 -0.07
C 5.634 0.890 -2.778 -0.14
C 4.545 1.627 -3.568 -0.33
C 5.080 2.654 -4.583 -0.05
C 3.525 0.710 -4.206 -0.14
O 2.345 1.472 -4.505 0.15
B 1.245 0.764 -4.850 -0.76
O 0.651 0.935 -6.104 0.27
B 0.530 -0.295 -6.721 -0.34
O 0.093 -1.375 -5.985 0.23
B 0.472 -1.396 -4.658 -0.34
O 0.695 -0.200 -4.009 0.26
H 6.311 -2.386 -3.729 0.08
H 4.884 -1.578 -4.301 0.06
H 5.140 -1.811 -2.548 0.08
H 7.249 -0.467 -2.784 0.13
H 6.269 -0.091 -5.618 0.07
H 7.343 1.086 -4.858 0.07
H 7.859 -0.570 -4.994 0.08
H 6.362 1.643 -2.474 0.12
H 5.189 0.505 -1.858 0.11
H 3.971 2.203 -2.839 0.13
H 6.113 2.912 -4.367 0.07
H 4.472 3.552 -4.589 0.08
H 5.071 2.245 -5.593 0.08
H 3.904 0.284 -5.140 0.13
H 3.283 -0.117 -3.536 0.13
H 0.857 -0.368 -7.860 0.12
H 0.660 -2.425 -4.098 0.12
C -7.291 2.434 -5.854 -0.12
O -6.266 2.008 -4.987 -0.20
C -6.523 0.727 -4.440 -0.21
C -5.254 0.106 -3.905 -0.18
O -4.427 -0.465 -4.906 -0.12
C -3.648 0.431 -5.683 -0.17
C -2.429 0.965 -4.970 -0.19
O -2.778 2.023 -4.089 -0.17
C -1.766 2.231 -3.134 -0.10
H -8.255 2.497 -5.334 0.09
H -7.022 3.423 -6.218 0.09
H -7.392 1.755 -6.709 0.09
H -6.950 0.067 -5.206 0.13
H -7.247 0.826 -3.618 0.13
H -5.543 -0.732 -3.267 0.13
H -4.702 0.824 -3.294 0.12
H -4.255 1.251 -6.074 0.13
H -3.299 -0.165 -6.530 0.13
H -1.719 1.352 -5.706 0.13
H -1.954 0.152 -4.409 0.13
H -1.608 1.330 -2.529 0.09
H -2.086 3.041 -2.481 0.09
H -0.817 2.514 -3.609 0.10
C 1.065 1.699 -0.432 -0.10
O 0.594 2.131 0.823 -0.19
C -0.212 3.291 0.718 -0.20
C -1.076 3.460 1.946 -0.18
O -2.230 2.635 1.951 -0.13
C -2.042 1.268 2.280 -0.18
C -1.850 1.013 3.757 -0.21
O -0.522 1.300 4.152 -0.20
C -0.410 1.487 5.545 -0.11
H 1.671 2.473 -0.919 0.09
H 1.682 0.818 -0.268 0.09
H 0.230 1.429 -1.089 0.07
H -0.859 3.223 -0.166 0.12
H 0.437 4.171 0.611 0.13
H -1.462 4.481 1.938 0.13
H -0.485 3.326 2.854 0.12
H -1.225 0.828 1.704 0.12
H -2.971 0.778 1.981 0.13
H -2.066 -0.046 3.967 0.12
H -2.557 1.631 4.323 0.13
H -1.016 2.337 5.879 0.09
H 0.635 1.691 5.767 0.09
H -0.717 0.586 6.091 0.08
C -1.773 -4.205 5.301 -0.11
O -0.889 -4.161 6.396 -0.19
C 0.129 -3.193 6.223 -0.21
C 0.768 -2.837 7.546 -0.18
O 0.009 -1.926 8.325 -0.13
C -1.128 -2.444 8.998 -0.19
C -0.798 -3.257 10.228 -0.21
O -0.400 -4.570 9.875 -0.20
C 0.307 -5.210 10.910 -0.11
H -1.248 -4.456 4.372 0.09
H -2.513 -4.976 5.507 0.09
H -2.288 -3.245 5.170 0.08
H -0.286 -2.284 5.770 0.12
H 0.900 -3.597 5.552 0.13
H 1.698 -2.309 7.326 0.13
H 1.014 -3.737 8.113 0.12
H -1.768 -3.012 8.320 0.12
H -1.682 -1.563 9.328 0.13
H -1.690 -3.313 10.868 0.13
H 0.002 -2.755 10.786 0.13
H 1.229 -4.669 11.152 0.09
H 0.566 -6.208 10.561 0.09
H -0.303 -5.299 11.817 0.09
```

| no. | orbital gap (Ha) |
| --- | --- |
| 1 | 0.3229 |
| 2 | 0.3567 |